Entry 1:
The ion C4H9NP with charge +1, computed with ωB97M-V with the def2-TZVPD basis set.

The calculation puts the HOMO energy (spin up / spin down) at -11.624 / -15.128 eV. The spin multiplicity is 3. As for the total charge: +1. Its frontier orbital gap (spin up / spin down) is 6.8081 / 9.0164 eV.

Positions of all 15 atoms, in Å:
C 0.61066 -2.20008 -1.41939
C 0.68912 -0.92119 -2.07609
C 0.07734 1.20312 1.31628
C -1.19281 1.43676 2.00428
N 0.16981 0.55116 0.18515
P 1.57251 0.31005 -0.75904
H -0.26265 -2.50508 -0.86782
H 1.48426 -2.81935 -1.32840
H 1.38857 -0.90617 -2.91020
H -0.26534 -0.48349 -2.35397
H 0.98736 1.58486 1.75758
H -2.03405 0.95218 1.51427
H -1.38370 2.50962 2.08670
H -1.11723 1.07498 3.03258
H -0.72385 0.21264 -0.18193

---

Entry 2:
The molecule C4H11FO2Si, computed with ωB97M-V with the def2-TZVPD basis set.

The calculation puts the HOMO energy at -10.436 eV. The spin multiplicity is 1. Its frontier orbital gap is 10.9662 eV. As for the structure (SMILES): CC(C)(C)[Si](O)(O)F.

Positions of all 19 atoms, in Å:
C -1.10570 0.19041 1.25854
C -0.92451 1.14844 -1.05099
C -0.76281 -1.32642 -0.80511
C -0.36993 0.03033 -0.15549
O 2.10109 -1.43345 0.56242
O 2.17021 1.16778 1.03332
F 2.27141 -0.00953 -1.31058
Si 1.52996 -0.01373 0.07272
H -1.32189 -0.72134 1.86319
H -0.52771 0.88698 1.81189
H -2.14659 0.42579 1.05779
H -0.55286 0.92592 -2.00231
H -0.53282 2.04212 -0.62968
H -2.04010 1.00542 -0.85333
H -0.44946 -1.33279 -1.85834
H -0.27378 -2.01519 -0.09879
H -1.96014 -1.46535 -0.85852
H 2.72278 -1.54071 1.29107
H 2.17286 2.03528 0.67222

---

Entry 3:
The ion C10H10Cl2NO2 with charge -1, computed with ωB97M-V with the def2-TZVPD basis set.

The calculation puts the HOMO energy at -4.580 eV. The spin multiplicity is 1. As for the total charge: -1. Its frontier orbital gap is 7.8255 eV. As for the structure (SMILES): C[C@](N)(Cl)[C@@](Cl)(C(=O)[O-])c1ccccc1.

Positions of all 25 atoms, in Å:
C -3.58089 0.25447 -0.46721
C -2.70827 0.52810 -1.54758
C -3.00832 -0.04514 0.77794
C -1.33952 0.40196 -1.29767
C -1.67960 0.15317 0.98939
C -0.77867 0.30185 -0.03808
C 1.45625 1.55008 -0.79080
C 3.17652 -0.62905 0.18810
C 0.75772 0.50772 0.19516
C 1.68298 -0.87292 0.19462
N 1.24871 -1.72337 1.29302
O 2.01655 2.49912 -0.21750
O 1.49694 1.26642 -2.00108
Cl 0.85344 1.32410 1.83624
Cl 1.33959 -1.75209 -1.35813
H -4.66560 0.00119 -0.73142
H -3.15763 0.72708 -2.46438
H -3.75222 -0.17159 1.57981
H -0.62776 0.52018 -2.09259
H -1.26481 -0.19387 1.87563
H 3.71621 -1.63261 0.09254
H 3.49667 -0.15138 1.10272
H 3.59067 0.17650 -0.51506
H 1.52792 -1.28015 2.20141
H 0.20312 -1.75978 1.19492

---

Entry 4:
A structure of composition C8H14ErNO, computed with ωB97M-V with the def2-TZVPD basis set.

The calculation puts the HOMO energy (spin up / spin down) at -14.772 / -15.028 eV. The spin multiplicity is 4. As for the total charge: +2. Its frontier orbital gap (spin up / spin down) is 4.9816 / 5.3212 eV.

Positions of all 25 atoms, in Å:
C 3.12486 1.64659 0.16936
C 2.87141 0.34838 0.29157
C 2.24202 -0.48122 -0.78454
C 1.13610 -1.35694 -0.29459
C 0.27251 -0.86581 0.83916
C -1.19589 -1.16560 0.73896
O -1.77041 -1.84071 1.58353
N -2.01714 -0.59963 -0.28334
C -1.32023 0.28880 -1.24940
C -3.16435 0.09343 0.23354
H 3.09125 2.32331 1.00813
H 3.40732 2.05016 -0.79454
H 3.12659 -0.16212 1.21568
H 2.97868 -1.13786 -1.26272
H 1.85429 0.14365 -1.59400
H 0.52697 -1.64465 -1.14310
H 0.58566 -1.35264 1.76426
H 0.42346 0.22558 0.99843
H -0.64525 1.00336 -0.76918
H -0.79980 -0.29464 -1.99542
H -2.06990 0.85244 -1.79716
H -3.57401 -0.40871 1.12649
H -3.97072 0.09299 -0.49560
H -2.95548 1.17961 0.38659
Er -2.15794 1.06222 2.10788

---

Entry 5:
A structure of composition C5H6N, computed with ωB97M-V with the def2-TZVPD basis set.

The calculation puts the HOMO energy (spin up / spin down) at -16.478 / -16.478 eV. The spin multiplicity is 1. As for the total charge: +1. Its frontier orbital gap (spin up / spin down) is 9.0142 / 9.0151 eV.

Positions of all 12 atoms, in Å:
C -0.67852 -1.84347 0.65883
C -1.34993 -1.52807 -0.36702
C -0.52215 -0.44940 -1.00811
C -0.25859 0.43556 0.08780
C 0.92002 1.46819 0.05417
N 0.34813 -0.85047 0.11781
H -0.54187 -2.39764 1.58457
H -0.25405 -0.63148 -2.10496
H -1.14683 0.61412 0.74375
H 1.13293 1.64905 -1.04712
H 1.78127 1.15436 0.76385
H 0.56958 2.37924 0.51643

---

Entry 6:
A cluster of 2 separate species, C4H13N2OS in total, computed with ωB97M-V with the def2-TZVPD basis set.

The calculation puts the HOMO energy at -2.732 eV. The spin multiplicity is 1. As for the total charge: -1. Its frontier orbital gap is 6.3672 eV.

Positions of all 21 atoms, in Å:
N -0.48603 -2.16234 -0.67897
C 0.16227 -0.92359 -1.21635
C 1.03815 -0.24142 -0.16176
S 1.60263 -1.21908 1.32182
C -0.99590 -0.08242 -1.79324
N -1.39414 1.23161 -1.27537
C -0.45828 2.30624 -1.71095
H 0.25163 -2.65172 -0.16360
H -1.06723 -1.84661 0.09775
H 0.83992 -1.35343 -1.96931
H 1.97966 0.24892 -0.45445
H 0.48790 0.52134 0.40593
H -1.88072 -0.71683 -1.61951
H -1.00668 -0.11810 -2.89629
H -1.29031 1.14079 -0.27050
H 0.03124 1.96984 -2.62898
H 0.26642 2.64456 -0.97476
H -1.14573 3.12532 -1.99068
H -0.99755 1.60985 2.51840
H -0.18073 1.31518 3.80237
O -0.97253 1.75094 3.44938